Entry 1:
Density functional theory data (the ωB97M-V functional and the def2-TZVPD basis) for a molecular structure, C6H13NO2.

The calculation puts the HOMO energy at -8.444 eV. The value obtained for the LUMO energy is 0.652 eV. As for the HOMO-LUMO gap: 9.0966 eV.

Each line ends with the natural charge from an NBO analysis.
Positions of all 22 atoms, in Å:
C 0.35 0.88 -0.35  -0.3591
C -0.36 1.52 -1.53  -0.6301
C -0.10 1.63 1.06  -0.7798
H 1.40 0.63 -0.51  0.2852
H 0.88 1.88 0.27  0.4330
H -0.13 2.58 -1.62  0.2121
H -1.44 1.41 -1.41  0.2283
H -0.04 1.04 -2.45  0.2356
H 0.53 1.42 1.92  0.2598
H -1.02 0.83 1.22  0.3869
H -0.53 2.62 0.96  0.2492
C -0.54 -1.42 -1.30  -0.6405
C 0.92 -1.38 0.75  0.6156
C -0.30 -0.71 0.04  0.2794
N 0.60 -1.89 1.96  -0.8174
O 2.04 -1.44 0.25  -0.6596
O -1.36 -0.59 0.80  -0.7852
H 1.29 -2.39 2.50  0.3995
H -0.35 -1.79 2.27  0.4276
H 0.35 -1.41 -1.93  0.2163
H -1.39 -0.97 -1.81  0.2170
H -0.80 -2.46 -1.09  0.2263

Entry 2:
Density functional theory data (the ωB97M-V functional and the def2-TZVPD basis) for 2 unconnected molecules or ions with the total composition C5H13NO in a non-equilibrium geometry.

The calculation puts the HOMO energy (alpha / beta) at 1.308 / -4.522 eV. The value obtained for the LUMO energy (alpha / beta) is 3.402 / 3.517 eV. As for the HOMO-LUMO gap (alpha / beta): 2.0942 / 8.0389 eV. The multiplicity is 2. Its net charge is -1.

Each line ends with the Mulliken spin population.
Positions of all 20 atoms, in Å:
C -3.29 -0.08 -1.39  0.1414
C -2.60 0.10 -0.05  0.3075
C -1.24 0.77 0.02  -1.5430
C -0.22 0.30 -0.67  1.9689
N 1.13 0.64 -0.62  -0.1871
C -1.09 1.66 1.23  1.0159
H -3.95 0.73 -1.74  -0.0296
H -2.59 -0.09 -2.23  -0.0056
H -3.93 -0.97 -1.32  -0.0043
H -3.38 0.72 0.43  0.0647
H -2.56 -0.75 0.63  -0.2559
H -0.42 -0.36 -1.51  0.1647
H 1.61 0.52 -1.50  -0.5014
H 1.53 1.45 -0.18  -0.1608
H -0.10 2.09 1.38  -0.2223
H -1.41 1.17 2.16  -0.1197
H -1.81 2.48 1.13  -0.0209
H 6.04 -2.49 2.08  -0.3022
H 5.43 -3.55 1.25  -0.3297
O 5.96 -2.74 1.14  1.0195

Entry 3:
Density functional theory data (the ωB97M-V functional and the def2-TZVPD basis) for a molecular structure, C28H32IrN5O4S in a non-equilibrium geometry.

The calculation puts the HOMO energy (alpha / beta) at -9.385 / -10.623 eV. The value obtained for the LUMO energy (alpha / beta) is -2.295 / -3.383 eV. As for the HOMO-LUMO gap (alpha / beta): 7.0893 / 7.2405 eV. The multiplicity is 6. Its net charge is +1.

Each line ends with the Mulliken spin population.
Positions of all 71 atoms, in Å:
Ir -1.25 -1.16 0.70  2.3546
O 3.59 0.90 1.55  -0.0072
C 1.67 -0.61 1.07  0.6688
N 0.94 -1.82 1.02  0.0718
C 1.38 -2.91 0.14  0.0368
C 0.20 -3.51 -0.60  0.0295
C 0.43 -4.36 -1.67  0.0002
C -0.65 -4.96 -2.29  0.0095
C -1.93 -4.70 -1.83  -0.0018
C -2.07 -3.83 -0.77  0.0236
N -1.04 -3.24 -0.16  0.0279
C 0.33 0.56 2.83  -0.0515
C 0.62 1.24 4.01  0.0078
C -0.25 1.11 5.09  -0.0037
C -1.36 0.30 4.97  0.0070
C -1.56 -0.37 3.78  -0.0174
N -0.73 -0.24 2.74  0.2152
H 1.78 -3.68 0.81  -0.0014
H 2.17 -2.62 -0.54  -0.0133
H 1.44 -4.54 -2.00  0.0000
H -0.49 -5.63 -3.12  0.0003
H -2.79 -5.16 -2.27  0.0001
H -3.05 -3.57 -0.38  0.0014
H 1.50 1.85 4.08  0.0018
H -0.05 1.64 6.01  0.0001
H -2.07 0.18 5.78  0.0015
H -2.40 -1.05 3.64  0.0004
C -5.29 0.35 -0.47  -0.0040
C -3.82 0.37 -0.11  0.0942
O -3.37 -0.67 0.43  0.1588
C -3.12 1.56 -0.41  0.2276
C -1.80 1.92 -0.14  -0.0692
C -1.38 3.34 -0.43  0.0049
N -0.92 1.08 0.42  0.2604
N 0.30 1.52 0.61  0.6088
C 1.14 0.77 1.53  0.0783
O 1.97 -1.53 2.04  0.1012
C 2.41 1.61 1.72  0.0322
C 2.41 2.92 1.92  0.0066
C 3.60 3.73 2.13  0.0023
C 4.72 3.28 2.73  -0.0019
C 4.88 1.94 3.26  0.0034
C 4.29 0.86 2.75  -0.0048
H -5.74 -0.57 -0.11  0.0003
H -5.41 0.41 -1.55  0.0064
H -5.80 1.21 -0.03  0.0020
H -3.72 2.34 -0.87  0.0110
H -1.95 3.76 -1.25  0.0019
H -0.31 3.38 -0.65  0.0011
H -1.55 3.94 0.46  -0.0057
H 1.45 3.43 1.92  -0.0021
H 3.52 4.77 1.86  0.0002
H 5.52 3.98 2.93  0.0001
H 5.50 1.82 4.14  0.0001
H 4.36 -0.12 3.20  -0.0015
C 0.82 -1.52 -5.20  0.0008
C -0.28 -1.30 -4.17  0.0066
S 0.40 -0.84 -2.54  0.0335
O -0.82 -0.74 -1.66  0.0728
C 0.90 0.88 -2.85  -0.0031
C -0.22 1.75 -3.41  -0.0054
H 0.39 -1.82 -6.15  0.0004
H 1.51 -2.30 -4.87  0.0000
H 1.39 -0.60 -5.37  0.0000
H -0.83 -2.22 -3.97  0.0009
H -0.99 -0.53 -4.46  0.0000
H 1.77 0.85 -3.50  0.0026
H 1.21 1.23 -1.87  0.0101
H -0.35 1.61 -4.48  0.0004
H 0.00 2.80 -3.23  -0.0008
H -1.16 1.51 -2.90  0.0059

Q: Which calculated total energy values were calculated for the entries above? A: -441.529199, -328.209061, -2162.866765, in Ha.